{"formula": "C56H124F12N6O12", "method": "the ωB97M-V functional and the def2-TZVPD basis", "elements": ["H", "H", "H", "H", "C", "C", "H", "C", "H", "H", "C", "H", "C", "H", "H", "F", "H", "H", "C", "H", "H", "H", "C", "C", "O", "H", "H", "H", "H", "C", "O", "H", "O", "C", "H", "C", "H", "H", "H", "C", "C", "H", "H", "N", "C", "C", "H", "H", "H", "C", "H", "H", "H", "C", "H", "H", "H", "O", "H", "O", "C", "N", "H", "H", "C", "H", "H", "N", "N", "N", "H", "O", "H", "H", "C", "H", "F", "H", "H", "F", "H", "H", "H", "H", "C", "C", "F", "C", "H", "C", "N", "H", "C", "O", "C", "H", "C", "F", "H", "C", "H", "H", "H", "H", "F", "H", "H", "H", "H", "H", "O", "C", "H", "O", "H", "C", "C", "H", "H", "H", "H", "H", "C", "H", "F", "H", "H", "C", "C", "H", "C", "H", "C", "H", "F", "C", "H", "H", "H", "H", "H", "C", "H", "F", "H", "C", "H", "H", "O", "H", "H", "H", "H", "C", "H", "C", "H", "H", "C", "O", "H", "H", "H", "C", "H", "C", "O", "C", "C", "H", "C", "F", "H", "C", "H", "H", "C", "C", "C", "H", "C", "H", "H", "H", "H", "H", "H", "H", "H", "H", "H", "H", "H", "H", "C", "H", "H", "H", "H", "C", "F", "H", "H", "H", "F", "H", "C", "C", "H", "H"], "positions_angstrom": [[5.303, 8.027, -1.733], [2.942, -8.326, -3.904], [-7.684, -2.871, -3.589], [-0.933, -2.050, 1.480], [-2.269, -4.159, 0.742], [5.559, 0.770, 0.893], [-5.309, -4.099, -2.430], [-6.373, 4.399, 0.026], [-5.368, -2.970, -3.854], [-1.968, 2.117, 6.315], [6.943, 7.150, -0.778], [3.277, -1.640, -3.710], [1.667, -3.170, -0.754], [-1.139, -6.084, -3.786], [-0.568, -6.250, -6.181], [1.221, -0.378, 9.566], [-1.485, -3.410, -6.594], [-5.961, -3.351, -0.303], [0.969, -6.783, 0.161], [-1.282, -4.249, 0.289], [2.388, -5.743, -4.010], [-0.577, -5.596, 2.296], [5.391, 7.177, -1.056], [-1.940, 0.174, -3.391], [-0.165, 1.234, 6.463], [4.697, 6.886, 3.239], [2.498, -5.132, -1.261], [-8.554, -2.399, -2.146], [3.257, 3.817, -1.738], [1.821, 2.146, -4.247], [-2.035, -1.767, -1.599], [-2.673, 1.519, -0.904], [5.872, 2.110, 0.537], [0.979, -7.455, -3.893], [2.165, 2.742, -5.092], [-5.209, -3.072, -2.781], [2.970, -0.096, 0.375], [-3.886, 2.984, 1.511], [0.864, 2.599, -3.985], [2.010, -4.635, -0.423], [1.798, 1.818, -1.746], [-1.292, -5.240, 3.885], [1.912, 1.428, 1.986], [-4.335, 5.090, 1.711], [2.886, 4.169, 2.282], [-2.026, 0.926, -0.258], [1.575, 1.095, -4.397], [7.197, 6.421, -0.008], [-7.179, 1.114, -2.724], [-2.955, 5.582, 1.301], [6.923, 6.085, 4.824], [-5.982, 5.453, 2.959], [1.959, -0.019, 3.086], [-6.237, -0.828, -2.665], [-6.777, -1.854, 0.051], [3.764, 5.711, 4.135], [-0.131, 1.529, 4.007], [-0.786, -2.620, 4.715], [2.054, 4.214, -3.110], [-8.568, -0.125, -2.813], [6.484, -0.057, 2.001], [3.596, 5.576, 2.134], [-2.031, -3.205, -4.135], [-3.168, -3.599, 4.021], [-1.463, -5.221, 2.808], [-3.719, -2.635, 2.541], [-2.952, -5.001, 0.625], [-2.001, -3.894, 2.225], [-6.297, -2.252, -2.102], [2.591, 2.272, -2.972], [0.371, -2.691, -4.836], [3.083, -0.700, -3.715], [-5.174, 6.934, 2.337], [3.694, 5.079, 0.101], [2.100, 0.358, 2.073], [-9.173, 0.620, -2.803], [-0.148, -8.867, -0.316], [-2.738, -3.256, 0.353], [2.522, 1.854, -0.932], [-1.896, -0.656, -4.420], [0.072, -3.227, 2.313], [5.045, 7.585, 1.121], [1.574, 0.776, -1.974], [-6.771, 4.671, -0.951], [4.032, -0.014, -2.960], [1.017, -3.552, -4.663], [6.375, 0.516, 3.236], [-3.331, -3.571, 2.943], [-5.118, -1.818, -0.309], [3.949, 1.560, -3.144], [0.378, -4.956, -4.773], [4.098, 1.873, -4.178], [-5.028, 5.923, 2.720], [-7.341, 4.612, 1.065], [1.673, -9.848, -3.159], [-5.083, 3.378, 2.670], [5.798, 4.951, 3.511], [-1.320, -7.515, 0.811], [-1.605, -1.030, 3.484], [1.084, 0.501, 8.561], [-4.394, 4.609, -0.321], [4.996, -0.320, -3.367], [2.047, -8.908, -5.209], [3.628, 7.586, 0.141], [-1.289, 1.262, -3.692], [5.811, 4.923, 5.657], [-4.405, 6.004, 3.610], [1.971, 6.380, 3.276], [-3.033, -4.623, -4.496], [2.504, 7.411, 1.898], [4.311, 0.916, 1.457], [6.500, 5.081, 4.827], [-7.695, -3.955, -2.154], [-0.981, 0.244, -0.966], [0.961, -10.573, -3.555], [-2.023, -4.215, -4.546], [-0.132, 0.240, 7.496], [-7.665, 3.748, 1.331], [-0.539, -2.017, 5.420], [0.077, -1.274, 3.663], [5.027, 6.363, -1.682], [-5.076, 6.219, 0.053], [-0.330, -7.617, -0.079], [2.606, -10.389, -3.001], [0.942, 1.716, 9.042], [5.279, 5.175, 0.954], [0.220, -4.898, -7.022], [-0.885, -2.706, 2.349], [-4.145, 3.741, 2.251], [1.047, 6.165, 0.536], [2.286, 6.396, 2.233], [1.770, -6.094, -5.573], [-0.871, 2.203, 4.438], [3.606, 3.379, 2.067], [2.294, 0.531, 7.953], [-5.078, 5.163, 0.322], [2.579, 4.001, 3.315], [0.690, -3.024, -1.216], [1.224, -0.057, 1.573], [0.958, 2.446, -1.449], [7.284, 4.326, 4.879], [-6.042, -2.309, -0.613], [-1.893, 2.482, 1.178], [-0.871, -7.189, -1.228], [1.414, -9.534, -2.148], [-1.391, -0.604, -2.055], [-7.572, 0.345, -1.167], [-6.050, -0.734, -3.734], [0.827, -5.400, -0.148], [5.491, 0.130, 0.014], [1.880, 3.968, 0.348], [0.975, -7.160, -2.844], [-3.387, 3.735, 3.035], [2.990, 3.753, -2.793], [3.794, 3.908, -3.513], [4.332, 5.675, 0.753], [2.713, -4.580, 0.408], [1.696, -2.523, 0.124], [-7.371, 0.165, -2.223], [-0.232, -1.069, 6.914], [-2.979, 6.588, 0.881], [-0.557, -4.819, -2.744], [-3.995, -4.410, 2.740], [-7.666, -2.922, -2.501], [0.812, 3.575, 1.639], [-0.860, -1.822, 3.563], [1.592, -6.940, 1.426], [4.583, 7.078, 0.273], [1.493, -6.099, -4.519], [1.849, -3.506, -5.366], [1.224, 5.660, 1.486], [7.713, -0.152, 1.568], [-2.607, 0.203, 0.314], [-0.332, -5.187, -6.127], [1.615, -7.216, -0.603], [-0.405, 2.287, 0.236], [3.322, -0.137, 1.406], [-1.641, -4.361, -6.084], [1.653, 4.219, 1.384], [-0.004, -7.806, -4.207], [4.490, 5.819, 3.330], [-2.376, 4.941, 0.637], [-2.382, 5.631, 2.227], [3.583, -1.157, 1.690], [-1.879, 0.498, 5.541], [2.418, -2.714, -1.398], [-2.241, -5.984, 2.801], [6.507, 5.158, 2.710], [0.266, 5.631, 2.004], [-0.437, 3.180, 4.649], [-0.895, 1.153, 1.596], [4.026, -0.180, -1.883], [4.666, 2.053, -2.487], [-1.025, 0.478, 8.073], [1.937, -8.667, -4.152], [5.485, 3.918, 3.361], [-0.401, -0.870, -2.425], [1.416, -3.594, -3.650], [-4.241, -2.592, -2.631], [-0.832, -5.038, -3.776], [-3.190, 0.567, -3.191], [-6.183, 3.356, -0.230], [7.291, 8.156, -0.545], [-5.367, -0.473, -2.113], [6.090, -1.346, 2.153], [-1.727, 2.380, 3.786], [-1.367, 1.447, 5.701], [-1.209, 1.753, 0.743], [7.473, 6.894, -1.696], [-2.483, -4.838, -6.585]], "energy_ev": -126172.753, "charge": 2, "e_lumo_ev": -4.82, "largest_force_ha_per_bohr": 0.1171, "spin_multiplicity": 1, "homo_ha": -0.3254}

{"formula": "C56H125F6N8OP", "method": "the ωB97M-V functional and the def2-TZVPD basis", "elements": ["C", "C", "H", "C", "H", "H", "C", "C", "N", "H", "C", "H", "C", "H", "H", "H", "H", "C", "H", "H", "H", "H", "C", "H", "C", "H", "H", "H", "C", "O", "H", "H", "H", "H", "H", "H", "H", "H", "C", "H", "H", "H", "C", "H", "H", "H", "C", "H", "C", "H", "H", "H", "H", "N", "H", "H", "C", "H", "H", "C", "H", "F", "H", "F", "H", "H", "C", "H", "H", "C", "H", "C", "H", "C", "H", "H", "H", "H", "C", "C", "C", "C", "H", "H", "H", "N", "C", "H", "H", "P", "H", "H", "H", "H", "H", "H", "H", "C", "H", "H", "C", "C", "H", "H", "C", "F", "H", "H", "H", "C", "C", "C", "H", "H", "H", "H", "C", "H", "H", "H", "C", "H", "H", "C", "F", "H", "N", "H", "C", "C", "H", "C", "H", "H", "H", "C", "H", "N", "H", "H", "F", "H", "C", "C", "H", "C", "H", "H", "H", "C", "C", "C", "H", "C", "H", "H", "H", "H", "H", "C", "C", "H", "H", "C", "C", "H", "H", "H", "H", "H", "H", "H", "H", "H", "C", "H", "H", "H", "H", "N", "C", "H", "H", "C", "H", "C", "H", "H", "H", "H", "N", "C", "H", "F", "H", "N", "H"], "positions_angstrom": [[-0.237, -18.799, -13.043], [9.938, -10.712, -6.451], [7.498, -14.745, -1.726], [7.139, -9.313, -7.056], [3.202, -18.768, -6.046], [5.781, -21.743, -5.631], [2.008, -13.654, -8.098], [8.378, -8.787, -6.318], [4.801, -13.865, 0.251], [4.918, -11.406, -2.268], [6.843, -14.006, -1.265], [5.768, -9.370, -5.416], [8.227, -10.956, -4.708], [1.779, -18.474, -9.425], [4.173, -15.340, 2.722], [10.020, -17.454, -5.996], [1.280, -10.480, -8.303], [2.846, -11.571, -9.180], [10.058, -10.676, -2.977], [5.759, -13.692, -2.955], [3.763, -16.278, -10.669], [5.986, -11.383, -0.868], [0.835, -19.917, -3.755], [6.205, -19.424, -1.784], [0.472, -19.605, -6.315], [-2.862, -11.999, -7.059], [3.179, -18.931, -10.351], [6.987, -12.159, -6.055], [6.774, -20.487, -4.174], [2.859, -19.898, -2.162], [6.052, -20.945, -3.497], [2.438, -16.290, -9.386], [0.851, -21.005, -3.827], [-0.377, -11.420, -5.247], [3.215, -18.284, -13.991], [7.524, -13.587, -0.525], [1.095, -14.679, -5.649], [2.892, -20.162, -12.372], [9.872, -15.585, -7.090], [1.314, -18.437, -2.327], [7.986, -10.484, -3.755], [7.273, -22.414, -4.955], [7.589, -20.444, -0.494], [4.748, -12.732, 1.943], [7.077, -12.614, -2.903], [8.281, -16.943, -2.553], [0.131, -17.885, -14.156], [3.313, -15.380, -0.186], [2.074, -12.878, -9.369], [3.265, -17.594, 2.735], [-0.235, -19.705, -3.772], [5.248, -18.990, -8.530], [2.742, -13.974, -5.421], [1.006, -19.189, -12.170], [10.822, -10.145, -6.740], [0.524, -20.694, -6.317], [-2.171, -11.462, -6.409], [2.888, -14.101, 1.038], [9.298, -11.090, -7.248], [10.081, -20.260, -1.021], [6.829, -17.707, -3.205], [3.832, -15.871, -6.636], [10.494, -8.430, -5.077], [5.338, -14.184, -6.929], [-2.687, -10.752, -5.762], [6.688, -8.471, -7.581], [6.277, -13.013, -2.279], [3.730, -13.378, -1.537], [3.189, -19.547, -14.889], [2.898, -19.431, -5.236], [7.796, -18.914, -10.765], [6.115, -19.582, -8.822], [6.235, -19.574, -4.424], [10.741, -10.054, -3.556], [12.367, -10.041, -2.075], [12.539, -8.861, -3.273], [6.221, -11.726, -4.669], [-0.311, -13.646, -7.339], [9.732, -19.036, -1.944], [0.501, -20.245, -11.155], [9.299, -17.991, -9.314], [1.519, -17.903, -11.462], [10.702, -15.112, -6.565], [0.941, -19.337, -15.706], [1.457, -13.136, -4.652], [1.469, -12.900, -6.864], [6.805, -21.508, -5.341], [3.917, -16.991, -9.038], [3.082, -20.458, -5.549], [5.359, -15.584, -6.105], [8.614, -21.156, -3.084], [0.612, -17.379, -11.159], [1.481, -17.639, -15.661], [3.059, -13.820, -7.861], [5.005, -16.165, 1.597], [6.257, -12.507, 1.093], [2.786, -10.902, -10.039], [8.961, -20.479, 0.056], [-1.102, -12.928, -5.121], [11.339, -8.643, -1.973], [6.197, -10.070, -6.134], [6.878, -11.283, -5.417], [8.978, -19.753, 0.868], [2.913, -19.879, -1.204], [7.918, -17.750, -3.189], [4.777, -14.818, -4.675], [11.170, -17.332, -7.257], [2.007, -16.345, 2.317], [8.856, -20.021, -4.296], [3.983, -15.828, 1.766], [5.354, -12.024, -1.484], [2.915, -16.863, 2.007], [1.341, -20.441, -10.489], [10.358, -19.093, -2.835], [0.108, -17.430, -4.649], [8.917, -11.778, -4.517], [7.221, -19.262, -1.423], [3.252, -11.849, -6.409], [10.146, -17.593, -9.854], [2.825, -9.828, -7.928], [1.676, -13.767, -5.514], [9.122, -8.290, -6.940], [9.811, -18.085, -1.418], [2.436, -18.143, -10.229], [5.983, -16.469, -7.353], [8.897, -15.415, -6.633], [8.226, -19.071, -2.548], [7.032, -18.391, -0.795], [4.254, -12.821, -0.760], [2.256, -11.581, -6.764], [10.334, -11.639, -6.035], [-0.876, -12.165, -5.866], [5.040, -15.187, -1.332], [-0.305, -19.778, -10.590], [0.148, -21.110, -11.717], [3.614, -14.849, 0.717], [10.224, -21.189, -1.573], [1.335, -19.189, -5.065], [3.882, -11.868, -9.015], [1.139, -12.645, -9.879], [5.380, -17.026, -5.307], [11.239, -10.756, -4.226], [2.473, -19.042, -14.240], [5.548, -13.264, 1.428], [9.322, -8.434, -3.783], [2.297, -10.774, -8.042], [6.953, -20.422, 0.391], [-0.208, -12.094, -8.046], [1.790, -17.180, -4.196], [8.148, -20.265, -3.504], [10.142, -17.066, -7.008], [11.772, -9.354, -2.677], [7.937, -8.197, -5.516], [3.246, -16.827, -9.881], [-0.628, -19.761, -13.375], [6.230, -20.487, -8.226], [0.807, -19.034, -7.180], [-1.062, -18.436, -12.430], [1.682, -11.124, -5.959], [5.717, -14.792, -0.574], [-0.027, -12.619, -7.109], [5.310, -10.482, -6.616], [2.797, -17.547, 1.166], [1.534, -19.497, -2.458], [1.251, -18.517, -15.058], [7.491, -18.443, -6.645], [0.601, -16.968, -13.800], [-1.796, -10.779, -7.171], [7.318, -21.385, -0.975], [7.491, -10.007, -7.819], [8.432, -17.707, -4.149], [9.140, -21.457, 0.502], [0.891, -19.968, -1.714], [9.837, -15.271, -8.134], [2.070, -19.889, -13.034], [1.304, -17.175, -5.890], [5.915, -13.947, 2.193], [1.506, -14.606, -8.273], [6.129, -15.503, 0.142], [9.078, -9.871, -5.444], [9.947, -9.083, -4.396], [-0.773, -17.628, -14.709], [5.852, -19.963, -9.808], [7.977, -18.378, -7.608], [2.593, -13.618, -9.979], [8.165, -18.639, -9.788], [7.474, -21.185, -6.138], [11.060, -20.156, -0.553], [-0.553, -19.308, -6.092], [2.129, -17.407, -12.217], [7.381, -18.942, -8.757], [1.137, -17.658, -4.927], [3.421, -19.218, -4.304], [6.872, -15.190, -5.597], [3.610, -12.089, -0.273], [9.223, -17.786, -7.915], [1.686, -20.842, -13.399]], "energy_ev": -99584.985, "charge": 7, "s2": 0.77, "e_lumo_ev": [-16.32, -20.00], "largest_force_ha_per_bohr": 0.1120, "spin_multiplicity": 2, "homo_ha": [-0.8460, -0.8460]}